{"formula": "C34H53N5PtSi4", "method": "ωB97M-V/def2-TZVPD", "symbols": ["Pt", "C", "C", "C", "C", "C", "C", "C", "N", "C", "N", "C", "C", "C", "C", "C", "C", "C", "N", "C", "C", "C", "C", "C", "C", "C", "H", "H", "H", "H", "H", "H", "H", "H", "H", "H", "H", "H", "H", "H", "H", "H", "H", "H", "H", "H", "H", "H", "C", "Si", "C", "C", "Si", "Si", "C", "C", "C", "Si", "C", "C", "C", "H", "H", "H", "H", "H", "H", "H", "H", "H", "H", "H", "H", "H", "H", "H", "H", "H", "H", "H", "H", "H", "H", "H", "H", "H", "H", "H", "N", "C", "C", "N", "C", "H", "H", "H", "H"], "positions_angstrom": [[-0.16, -0.34, -1.25], [4.89, -2.90, 2.55], [3.70, -2.86, 3.46], [3.75, -3.41, 4.74], [2.65, -3.37, 5.60], [1.48, -2.74, 5.19], [1.41, -2.18, 3.93], [2.50, -2.26, 3.07], [2.47, -1.65, 1.77], [1.45, -1.64, 0.90], [0.47, -2.53, 1.12], [-0.70, -2.73, 0.39], [-1.12, -1.89, -0.63], [-2.29, -2.15, -1.35], [-3.06, -3.24, -1.02], [-2.65, -4.08, 0.02], [-1.48, -3.85, 0.73], [-1.05, -4.79, 1.83], [1.46, -0.87, -0.19], [2.54, 0.09, -0.31], [2.71, 1.09, 0.64], [3.79, 1.95, 0.57], [4.70, 1.83, -0.47], [4.51, 0.85, -1.43], [3.44, -0.04, -1.38], [3.30, -1.12, -2.42], [5.67, -3.53, 2.97], [5.32, -1.90, 2.41], [4.63, -3.29, 1.56], [4.66, -3.89, 5.07], [2.72, -3.81, 6.58], [0.64, -2.68, 5.86], [0.51, -1.65, 3.62], [3.29, -1.14, 1.48], [0.62, -3.16, 1.90], [-2.59, -1.49, -2.15], [-3.97, -3.45, -1.57], [-3.26, -4.93, 0.28], [-1.76, -5.61, 1.93], [-1.01, -4.28, 2.80], [-0.07, -5.22, 1.63], [2.00, 1.17, 1.45], [3.92, 2.72, 1.33], [5.55, 2.50, -0.54], [5.23, 0.75, -2.24], [4.07, -1.02, -3.18], [2.33, -1.06, -2.91], [3.37, -2.12, -1.97], [-4.47, 0.20, -0.38], [-3.58, 1.51, -1.36], [-4.31, 3.19, -1.14], [-3.49, 1.05, -3.16], [-1.24, 1.61, -0.56], [-1.54, 1.58, 1.83], [-2.65, 3.03, 2.17], [-2.31, -0.07, 2.25], [0.05, 1.74, 2.78], [-0.49, 3.82, -1.29], [1.25, 3.92, -0.66], [-0.43, 3.75, -3.16], [-1.48, 5.28, -0.73], [-5.29, -0.21, -0.99], [-4.92, 0.62, 0.52], [-3.83, -0.62, -0.09], [-5.37, 3.14, -1.45], [-3.83, 3.92, -1.79], [-4.28, 3.56, -0.12], [-4.47, 0.76, -3.54], [-2.81, 0.21, -3.32], [-3.15, 1.89, -3.77], [-3.66, 2.87, 1.78], [-2.25, 3.96, 1.76], [-2.73, 3.15, 3.26], [-3.40, -0.03, 2.25], [-2.01, -0.39, 3.26], [-2.00, -0.84, 1.55], [0.71, 2.51, 2.37], [0.59, 0.79, 2.81], [-0.16, 2.02, 3.82], [1.81, 3.03, -0.96], [1.29, 4.00, 0.43], [1.76, 4.80, -1.07], [0.22, 2.93, -3.47], [-0.02, 4.68, -3.57], [-1.43, 3.61, -3.59], [-1.58, 5.37, 0.35], [-2.48, 5.32, -1.16], [-0.93, 6.15, -1.09], [0.07, -1.42, -5.31], [-0.32, -0.13, -5.63], [-0.55, 0.49, -4.45], [-0.30, -0.40, -3.42], [0.07, -1.55, -3.98], [0.31, -2.15, -5.97], [-0.41, 0.21, -6.65], [-0.87, 1.49, -4.27], [0.32, -2.46, -3.46]], "energy_ev": -78315.752, "charge": 2, "relative_energy_kj_mol": 0.0, "e_homo_ha": -0.480, "homo_lumo_gap_ev": 6.1, "lumo_energy_ev": -6.962}

{"formula": "C34H54Br2Cl28F5N2O3", "method": "ωB97M-V/def2-TZVPD", "symbols": ["C", "C", "C", "Br", "C", "Br", "C", "O", "C", "C", "C", "O", "C", "C", "C", "C", "O", "N", "C", "C", "C", "C", "C", "C", "C", "F", "F", "C", "F", "F", "F", "N", "H", "H", "H", "H", "H", "H", "H", "H", "H", "H", "H", "H", "H", "H", "H", "H", "H", "H", "H", "H", "H", "H", "H", "H", "H", "H", "C", "Cl", "Cl", "H", "H", "C", "Cl", "Cl", "H", "H", "C", "Cl", "Cl", "H", "H", "C", "Cl", "Cl", "H", "H", "C", "Cl", "Cl", "H", "H", "C", "Cl", "Cl", "H", "H", "C", "Cl", "Cl", "H", "H", "C", "Cl", "Cl", "H", "H", "C", "Cl", "Cl", "H", "H", "C", "Cl", "Cl", "H", "H", "C", "Cl", "Cl", "H", "H", "C", "Cl", "Cl", "H", "H", "C", "Cl", "Cl", "H", "H", "C", "Cl", "Cl", "H", "H"], "positions_angstrom": [[1.97, 3.21, 0.95], [2.22, 2.81, -0.65], [1.72, 1.21, -0.77], [-0.25, 1.26, -0.53], [2.31, 0.46, -2.07], [2.60, 1.93, -3.47], [3.85, -0.04, -1.69], [4.11, -1.45, -2.00], [2.99, -2.32, -1.53], [2.93, -2.22, 0.09], [2.70, -3.69, 0.86], [1.70, -3.55, 1.96], [1.56, -1.99, -2.33], [0.34, -2.40, -1.28], [-1.16, -2.42, -1.95], [-2.22, -2.51, -0.66], [-2.35, -3.70, -0.05], [-3.00, -1.32, -0.12], [-4.46, -1.38, -0.49], [-5.24, -2.70, -1.08], [-6.82, -2.57, -1.46], [-7.73, -1.18, -1.30], [-6.92, 0.12, -0.65], [-5.32, 0.03, -0.25], [1.61, -3.00, -3.62], [2.98, -3.06, -4.25], [1.40, -4.39, -3.05], [0.56, -2.83, -4.81], [1.31, -2.91, -6.13], [-0.30, -1.66, -4.89], [-0.34, -4.04, -4.84], [1.47, -0.55, -2.78], [2.16, 2.32, 1.68], [2.62, 4.15, 1.22], [0.82, 3.55, 1.00], [1.55, 3.54, -1.26], [3.37, 2.93, -0.82], [2.17, 0.71, 0.22], [4.14, 0.20, -0.56], [4.64, 0.58, -2.33], [3.38, -3.43, -1.76], [4.02, -1.89, 0.44], [2.20, -1.43, 0.55], [2.33, -4.48, 0.07], [3.71, -4.10, 1.31], [1.96, -2.68, 2.41], [0.25, -1.63, -0.37], [0.51, -3.49, -0.83], [-1.42, -1.45, -2.58], [-1.39, -3.37, -2.60], [-2.62, -0.48, -0.61], [-4.67, -3.71, -1.25], [-7.34, -3.53, -1.93], [-8.85, -1.12, -1.61], [-7.50, 1.14, -0.48], [-4.83, 1.01, 0.21], [0.44, -0.32, -2.85], [1.80, -0.55, -3.79], [6.08, 4.27, 0.93], [4.77, 5.38, 1.35], [5.66, 3.31, -0.49], [6.98, 4.84, 0.72], [6.25, 3.59, 1.77], [3.50, 9.14, 0.76], [5.20, 8.83, 1.11], [2.46, 7.97, 1.58], [3.24, 10.14, 1.11], [3.33, 9.07, -0.32], [3.21, -0.42, 4.50], [2.05, -0.29, 3.18], [4.86, -0.10, 3.93], [2.95, 0.31, 5.27], [3.17, -1.43, 4.92], [-6.33, -3.98, 2.26], [-7.90, -3.51, 1.60], [-5.01, -3.27, 1.33], [-6.27, -3.63, 3.30], [-6.25, -5.07, 2.23], [3.83, -0.77, 8.30], [2.57, 0.29, 7.64], [5.33, -0.61, 7.38], [4.02, -0.50, 9.34], [3.49, -1.81, 8.24], [2.38, -2.20, -9.10], [1.05, -2.53, -10.21], [3.24, -0.72, -9.55], [1.98, -2.08, -8.09], [3.08, -3.04, -9.12], [8.11, 10.61, -1.28], [8.66, 9.37, -0.14], [6.72, 11.49, -0.63], [8.92, 11.31, -1.46], [7.82, 10.13, -2.21], [-7.59, 2.94, 2.46], [-8.75, 3.07, 1.14], [-5.94, 3.26, 1.89], [-7.85, 3.67, 3.23], [-7.63, 1.93, 2.88], [8.63, 6.17, 3.02], [7.37, 7.22, 2.37], [10.13, 6.33, 2.10], [8.82, 6.44, 4.06], [8.29, 5.13, 2.96], [-4.42, -6.76, -1.76], [-5.73, -5.64, -1.34], [-4.84, -7.71, -3.18], [-3.52, -6.18, -1.96], [-4.25, -7.43, -0.91], [-3.33, -10.87, -0.72], [-2.89, -10.12, -2.26], [-4.01, -9.68, 0.40], [-4.08, -11.65, -0.91], [-2.44, -11.32, -0.27], [1.06, 8.19, -2.81], [1.96, 9.48, -2.02], [1.37, 6.63, -2.03], [-0.01, 8.41, -2.75], [1.36, 8.13, -3.86], [-5.84, -10.38, 3.67], [-4.94, -9.09, 4.46], [-5.53, -11.94, 4.44], [-6.91, -10.16, 3.73], [-5.54, -10.44, 2.62], [-8.81, 6.65, 4.57], [-7.17, 6.57, 3.92], [-9.63, 5.08, 4.43], [-8.77, 6.93, 5.62], [-9.38, 7.39, 4.01]], "energy_ev": -549532.356, "charge": 1, "e_homo_ha": -0.339, "homo_lumo_gap_ev": 5.8, "lumo_energy_ev": -3.478}

{"formula": "C34H54ClO19P", "method": "ωB97M-V/def2-TZVPD", "symbols": ["C", "C", "C", "C", "P", "C", "C", "C", "C", "C", "C", "C", "C", "C", "C", "C", "C", "H", "H", "H", "H", "H", "H", "H", "H", "H", "H", "H", "H", "H", "H", "H", "H", "H", "H", "H", "H", "H", "H", "H", "H", "H", "H", "H", "H", "H", "H", "H", "H", "H", "H", "H", "H", "Cl", "O", "O", "O", "O", "C", "C", "C", "O", "C", "C", "C", "O", "O", "O", "H", "H", "H", "H", "C", "C", "C", "O", "C", "C", "C", "O", "O", "O", "H", "H", "H", "H", "C", "C", "C", "O", "C", "C", "C", "O", "O", "O", "H", "H", "H", "H", "O", "H", "H", "O", "H", "H", "O", "H", "H"], "positions_angstrom": [[-2.80, 2.71, 3.70], [-2.85, 2.72, 2.22], [-1.59, 3.24, 1.44], [-0.35, 2.29, 1.72], [1.28, 2.93, 1.00], [1.20, 3.08, -0.86], [2.02, 4.22, -1.54], [3.37, 3.76, -2.24], [3.13, 2.89, -3.55], [1.62, 4.58, 1.76], [1.52, 4.66, 3.28], [0.15, 5.05, 3.92], [0.33, 5.72, 5.20], [2.68, 1.90, 1.29], [2.54, 0.42, 0.78], [3.88, -0.36, 0.96], [4.98, 0.06, 0.00], [-1.99, 2.09, 4.09], [-3.75, 2.47, 4.17], [-2.50, 3.69, 4.07], [-3.68, 3.38, 1.96], [-3.19, 1.72, 1.96], [-1.38, 4.31, 1.47], [-1.85, 3.12, 0.39], [-0.47, 1.25, 1.43], [-0.04, 2.45, 2.75], [0.15, 3.27, -1.04], [1.34, 2.13, -1.40], [2.26, 5.03, -0.85], [1.42, 4.64, -2.36], [3.84, 3.21, -1.43], [3.96, 4.65, -2.45], [2.45, 3.33, -4.28], [2.63, 1.98, -3.21], [3.99, 2.38, -3.99], [0.96, 5.38, 1.42], [2.66, 4.78, 1.49], [2.24, 5.43, 3.56], [1.82, 3.80, 3.88], [-0.49, 4.19, 4.09], [-0.34, 5.69, 3.18], [0.73, 6.73, 5.12], [0.79, 5.17, 6.02], [-0.67, 5.87, 5.61], [2.91, 1.94, 2.35], [3.61, 2.26, 0.84], [2.30, 0.33, -0.28], [1.72, -0.05, 1.33], [3.66, -1.42, 0.86], [4.16, -0.31, 2.01], [5.83, -0.61, 0.18], [5.30, 1.06, 0.28], [4.76, -0.01, -1.06], [-0.24, -1.58, 0.23], [0.10, -1.94, 1.61], [-1.66, -1.75, 0.11], [0.22, -0.24, -0.11], [0.46, -2.50, -0.57], [-2.62, -5.59, -1.11], [-2.34, -4.47, -0.41], [-1.91, -4.54, 1.04], [-1.82, -3.58, 1.77], [-1.83, -5.96, 1.63], [-2.41, -7.01, 0.98], [-2.77, -6.95, -0.50], [-3.01, -8.00, -1.17], [-2.36, -8.32, 1.50], [-2.40, -3.22, -0.90], [-2.88, -5.47, -2.15], [-1.54, -6.13, 2.65], [-2.66, -8.92, 0.82], [-2.18, -2.53, -0.27], [0.95, -6.25, -2.19], [0.03, -6.92, -2.95], [-1.26, -6.38, -3.44], [-2.16, -7.01, -3.96], [-1.39, -4.97, -3.21], [-0.45, -4.26, -2.48], [0.72, -4.86, -1.77], [1.39, -4.25, -0.98], [-0.62, -2.96, -2.17], [0.45, -8.14, -3.39], [1.84, -6.75, -1.84], [-2.23, -4.45, -3.64], [-0.24, -2.83, -1.29], [-0.16, -8.50, -4.04], [-3.14, 2.37, -1.44], [-2.93, 3.49, -2.20], [-1.73, 3.68, -3.01], [-1.70, 4.55, -3.93], [-0.64, 2.73, -2.73], [-0.84, 1.68, -1.94], [-2.17, 1.27, -1.28], [-2.31, 0.24, -0.57], [0.21, 0.91, -1.64], [-3.93, 4.37, -2.57], [-4.12, 2.22, -1.01], [0.40, 2.78, -2.99], [-0.03, 0.01, -1.40], [-3.62, 4.89, -3.31], [-1.77, -1.24, -2.33], [-1.31, -1.96, -2.76], [-1.47, -1.28, -1.42], [2.71, -3.91, 0.38], [1.95, -3.41, 0.09], [3.09, -4.25, -0.42], [-2.01, -2.17, 2.82], [-2.41, -3.01, 2.60], [-1.52, -1.92, 2.04]], "energy_ev": -96815.452, "e_homo_ha": -0.296, "homo_lumo_gap_ev": 6.0, "lumo_energy_ev": -2.006}

{"formula": "C34H54F5N2O3ReSbSe4Te", "method": "ωB97M-V/def2-TZVPD", "symbols": ["Re", "C", "N", "C", "C", "C", "N", "C", "C", "C", "C", "C", "C", "C", "O", "C", "C", "C", "C", "C", "C", "C", "C", "C", "C", "C", "C", "C", "C", "C", "O", "C", "C", "C", "C", "C", "C", "C", "C", "H", "H", "H", "H", "H", "H", "H", "H", "H", "H", "H", "H", "H", "H", "H", "H", "H", "H", "H", "H", "H", "H", "H", "H", "H", "H", "H", "H", "H", "H", "H", "H", "H", "H", "H", "H", "H", "H", "H", "H", "H", "H", "H", "H", "H", "H", "H", "H", "H", "H", "H", "H", "H", "H", "F", "Te", "F", "F", "F", "F", "O", "Se", "Sb", "Se", "Se", "Se"], "positions_angstrom": [[0.16, 0.29, -0.07], [0.33, -3.05, 0.00], [-0.74, -2.13, 0.37], [-1.05, -2.29, 1.79], [-1.93, -2.28, -0.46], [-1.94, -1.34, -1.66], [-1.69, 0.09, -1.35], [-1.47, 0.79, -2.65], [-0.24, 0.43, -3.46], [-0.27, 0.66, -4.82], [0.83, 0.37, -5.64], [1.96, -0.17, -5.04], [2.06, -0.42, -3.68], [0.95, -0.09, -2.87], [0.93, -0.20, -1.55], [3.35, -1.03, -3.14], [3.56, -2.39, -3.82], [3.38, -1.21, -1.63], [4.52, -0.08, -3.46], [0.73, 0.66, -7.12], [0.53, 2.17, -7.31], [1.99, 0.24, -7.90], [-0.47, -0.10, -7.70], [-2.87, 0.70, -0.67], [-2.70, 1.89, 0.25], [-3.52, 3.00, 0.16], [-3.53, 3.97, 1.15], [-2.79, 3.74, 2.32], [-1.94, 2.66, 2.46], [-1.82, 1.79, 1.36], [-0.84, 0.91, 1.20], [-1.15, 2.38, 3.73], [-1.35, 0.91, 4.13], [0.33, 2.63, 3.46], [-1.61, 3.26, 4.90], [-4.31, 5.27, 1.02], [-5.28, 5.44, 2.20], [-3.28, 6.42, 1.02], [-5.11, 5.33, -0.28], [0.04, -4.09, 0.20], [0.56, -2.95, -1.06], [1.21, -2.82, 0.59], [-1.45, -3.29, 2.00], [-0.14, -2.14, 2.37], [-1.79, -1.55, 2.08], [-2.01, -3.30, -0.84], [-2.82, -2.10, 0.16], [-1.16, -1.65, -2.37], [-2.91, -1.42, -2.17], [-2.35, 0.59, -3.28], [-1.46, 1.86, -2.44], [-1.16, 1.07, -5.25], [2.81, -0.39, -5.65], [2.73, -3.06, -3.61], [3.66, -2.29, -4.89], [4.47, -2.85, -3.44], [2.58, -1.83, -1.24], [4.32, -1.68, -1.34], [3.37, -0.21, -1.16], [4.62, 0.11, -4.53], [4.37, 0.88, -2.96], [5.45, -0.52, -3.10], [1.36, 2.73, -6.87], [0.49, 2.42, -8.37], [-0.39, 2.52, -6.85], [2.86, 0.79, -7.56], [2.16, -0.83, -7.80], [1.86, 0.46, -8.95], [-1.40, 0.21, -7.23], [-0.55, 0.08, -8.77], [-0.35, -1.17, -7.54], [-3.62, 0.95, -1.42], [-3.28, -0.09, -0.03], [-4.17, 3.09, -0.70], [-2.87, 4.44, 3.12], [-0.87, 0.24, 3.42], [-0.89, 0.73, 5.10], [-2.40, 0.65, 4.20], [0.70, 1.91, 2.71], [0.52, 3.64, 3.10], [0.91, 2.47, 4.37], [-2.66, 3.09, 5.11], [-1.03, 3.00, 5.78], [-1.43, 4.31, 4.70], [-4.76, 5.51, 3.15], [-5.86, 6.35, 2.08], [-5.97, 4.60, 2.25], [-2.72, 6.45, 1.95], [-2.58, 6.29, 0.20], [-3.78, 7.38, 0.90], [-5.86, 4.55, -0.30], [-5.62, 6.29, -0.35], [-4.46, 5.24, -1.14], [3.21, -1.46, 1.49], [3.23, 0.27, 2.28], [1.97, -0.33, 3.54], [4.54, -0.43, 3.40], [3.46, 1.86, 3.24], [4.74, 0.68, 1.21], [1.96, 0.86, 1.20], [1.93, 3.77, -2.93], [3.05, 2.37, -0.13], [0.69, 2.93, -1.22], [4.04, 3.92, -2.39], [2.97, 4.27, 1.38]], "energy_ev": -336184.406, "charge": 1, "relative_energy_kj_mol": 391.2, "e_homo_ha": [-0.344, -0.344], "homo_lumo_gap_ev": [4.5, 4.5], "lumo_energy_ev": [-4.834, -4.833]}